Density functional theory data (ωB97M-V/def2-TZVPD) for a molecular structure, C9H9Cl5CuGeN2O4.

Structure (XYZ):
```
31
C9H9Cl5CuGeN2O4, DFT ωB97M-V/def2-TZVPD
Cu -0.21 -0.36 -0.06
C 3.46 -0.59 -1.76
O 3.14 0.79 -1.42
C 2.21 1.02 -0.54
O 1.59 0.11 0.06
N 2.01 2.32 -0.30
N 1.03 2.69 0.62
H 4.50 -0.58 -2.05
H 2.81 -0.89 -2.58
H 3.30 -1.24 -0.90
H 2.60 2.99 -0.77
H 0.44 3.42 0.23
H 1.45 3.01 1.48
Cl -3.73 -5.23 -3.88
C -2.66 -4.05 -3.20
C -1.36 -3.91 -3.76
C -0.48 -3.00 -3.27
Cl 1.09 -2.85 -3.99
C -0.80 -2.16 -2.15
O 0.06 -1.34 -1.70
C -2.12 -2.32 -1.62
C -2.61 -1.53 -0.59
O -2.00 -0.65 0.10
C -3.03 -3.27 -2.17
H -1.07 -4.53 -4.60
H -3.66 -1.64 -0.32
H -4.03 -3.37 -1.75
Cl -1.58 2.02 2.55
Ge -0.43 0.27 2.28
Cl 1.48 0.34 3.18
Cl -1.48 -1.37 3.12
```

Summary:
**Frontier orbital gap (alpha / beta)**: 5.6 / 5.5 eV
**Max |F|**: 0.37 eV Å⁻¹
**Net charge**: +1
**Spin multiplicity**: 1